Computed, not measured: C7H17N2S as an isolated structure, with ωB97M-V with the def2-TZVPD basis set.

The value obtained for the HOMO energy is -0.45019 Eh. As for the charge: +1. For the LUMO energy, the calculation gives -3.42 eV. The frontier orbital gap is 8.83 eV.

Last column: natural (NBO) charge in e.
Atoms and positions in Å:
C  -3.92  0.47  0.25  -0.350
C  -3.15  -0.45  -0.31  -0.208
C  -1.62  -0.44  -2.30  -0.613
C  1.54  0.82  -0.69  -0.699
C  3.41  -0.53  1.29  -0.438
C  -1.77  -0.16  -0.81  -0.345
C  1.10  0.22  0.61  0.388
N  0.82  1.10  1.63  -0.841
N  1.99  -0.88  1.09  -0.549
S  -0.61  -1.20  0.15  -0.034
H  -4.91  0.24  0.59  0.217
H  -3.58  1.49  0.38  0.189
H  -3.50  -1.46  -0.44  0.214
H  -2.30  0.21  -2.86  0.231
H  -1.88  -1.47  -2.52  0.225
H  -0.60  -0.26  -2.64  0.207
H  2.40  1.47  -0.55  0.240
H  1.79  0.04  -1.40  0.248
H  0.74  1.42  -1.11  0.260
H  3.47  0.38  1.89  0.247
H  3.93  -1.33  1.81  0.247
H  3.89  -0.36  0.33  0.237
H  -1.50  0.87  -0.57  0.208
H  0.42  1.98  1.34  0.416
H  0.36  0.72  2.45  0.405
H  1.59  -1.23  1.97  0.441
H  1.90  -1.65  0.42  0.460

---

Computed, not measured: C7H17N3OS as an isolated structure, with ωB97M-V with the def2-TZVPD basis set.

The value obtained for the HOMO energy (spin up / spin down) is -0.60408 / -0.60405 Eh. As for the charge: +2. For the LUMO energy (spin up / spin down), the calculation gives -9.50 / -9.50 eV. The frontier orbital gap (spin up / spin down) is 6.93 / 6.93 eV.

Last column: natural (NBO) charge in e.
Atoms and positions in Å:
C  0.26  -0.73  0.49  0.475
C  -1.85  -1.58  0.98  0.036
C  -1.80  1.55  -0.80  -0.472
C  0.05  0.55  1.20  0.056
C  1.67  -1.07  -0.05  -0.699
C  -0.68  -2.69  -0.79  -0.422
C  0.62  2.42  -0.61  -0.402
N  -0.67  -1.67  0.29  -0.286
N  1.26  0.92  1.68  -0.766
N  -0.60  1.83  -0.01  -0.406
O  -3.02  -0.79  0.04  -0.664
S  -3.08  0.73  0.20  0.707
H  -2.21  -2.59  1.23  0.266
H  -1.63  -1.18  2.00  0.227
H  -2.18  2.64  -1.05  0.285
H  -1.41  1.04  -1.69  0.243
H  -0.84  0.51  1.98  0.287
H  1.74  -1.91  -0.67  0.271
H  2.49  -1.09  0.80  0.291
H  1.94  -0.34  -0.67  0.250
H  -0.22  -3.55  -0.30  0.256
H  -0.10  -2.58  -1.76  0.269
H  -1.68  -2.76  -0.96  0.244
H  1.33  2.42  0.08  0.226
H  0.82  1.66  -1.45  0.206
H  0.34  3.29  -1.12  0.257
H  2.14  0.69  1.32  0.422
H  1.32  1.57  2.41  0.430
H  -1.07  2.44  0.62  0.414

---

Computed, not measured: a 2-piece molecular cluster, C7H17NO overall, with ωB97M-V with the def2-TZVPD basis set.

The value obtained for the HOMO energy is -0.33443 Eh. For the LUMO energy, the calculation gives 0.89 eV. The frontier orbital gap is 9.99 eV.

Last column: natural (NBO) charge in e.
Atoms and positions in Å:
C  1.00  -0.13  1.38  -0.032
C  1.04  -1.58  1.86  -0.632
C  2.30  0.59  1.69  -0.612
C  -0.56  -1.23  -2.05  -0.732
C  -1.24  -0.53  -0.90  0.621
N  -0.12  0.62  1.94  -0.856
O  -1.80  -1.14  -0.02  -0.570
H  -0.01  0.70  2.95  0.350
H  -0.98  0.12  1.73  0.376
H  1.16  -1.62  2.95  0.200
H  3.14  0.10  1.22  0.207
H  0.12  -2.10  1.61  0.223
H  1.88  -2.12  1.42  0.203
H  2.24  1.63  1.36  0.216
H  2.48  0.59  2.77  0.198
H  0.39  -0.74  -2.28  0.225
H  -0.37  -2.27  -1.78  0.236
H  -1.19  -1.20  -2.93  0.241
C  -1.38  1.57  -2.48  -0.608
C  -1.50  0.99  -1.08  -0.531
H  -1.64  2.62  -2.46  0.221
H  -2.07  1.08  -3.17  0.203
H  -0.37  1.47  -2.87  0.204
H  -2.50  1.17  -0.69  0.230
H  -0.82  1.50  -0.40  0.252
H  0.81  -0.07  0.26  0.166

---

Computed, not measured: a 3-piece molecular cluster, C7H17NO2 overall, with ωB97M-V with the def2-TZVPD basis set.

The value obtained for the HOMO energy (spin up / spin down) is -0.26703 / -0.26708 Eh. For the LUMO energy (spin up / spin down), the calculation gives 0.71 / 0.71 eV. The frontier orbital gap (spin up / spin down) is 7.97 / 7.98 eV.

Last column: natural (NBO) charge in e.
Atoms and positions in Å:
C  -0.98  -0.39  -0.70  0.149
C  -1.08  0.72  0.14  0.227
C  1.41  1.11  0.56  -0.124
C  -1.19  -0.23  -2.18  -0.643
C  -1.21  -1.78  -0.17  -0.639
C  -1.45  0.66  1.59  -0.662
C  2.03  0.38  1.72  -0.662
N  1.85  -1.21  -1.48  -0.493
O  1.06  -0.45  -0.66  -0.493
O  -1.48  1.91  -0.47  -0.720
H  -1.04  2.67  -0.07  0.464
H  2.56  -1.71  -0.94  0.330
H  2.29  -0.63  -2.20  0.332
H  0.77  1.94  0.85  0.163
H  2.11  1.46  -0.19  0.185
H  -0.73  -1.94  0.79  0.216
H  -2.26  -0.31  -2.42  0.216
H  -0.67  -1.02  -2.72  0.216
H  -0.86  0.75  -2.53  0.231
H  -2.28  -1.97  -0.05  0.211
H  -0.78  -2.51  -0.86  0.221
H  -1.07  1.54  2.11  0.199
H  -2.54  0.65  1.72  0.218
H  -1.04  -0.22  2.08  0.217
H  1.27  -0.09  2.35  0.215
H  2.61  1.06  2.35  0.217
H  2.70  -0.41  1.37  0.209

---

Computed, not measured: a 2-piece molecular cluster, C7H17NSi overall, with ωB97M-V with the def2-TZVPD basis set.

The value obtained for the HOMO energy (spin up / spin down) is -0.23913 / -0.26791 Eh. For the LUMO energy (spin up / spin down), the calculation gives 0.80 / 0.61 eV. The frontier orbital gap (spin up / spin down) is 7.31 / 7.90 eV.

Last column: natural (NBO) charge in e.
Atoms and positions in Å:
C  0.86  2.25  1.19  -0.381
C  0.55  1.00  1.42  -0.671
C  2.14  -2.72  0.69  -0.675
C  0.43  0.53  -1.73  -0.642
C  -1.85  1.71  -1.46  -0.617
C  0.76  -2.83  0.21  -0.469
C  -1.02  0.34  -1.32  -0.684
N  -2.13  0.08  1.62  -1.311
Si  -0.76  -0.09  0.52  1.541
H  1.76  2.66  1.74  0.194
H  0.27  2.92  0.66  0.187
H  1.27  0.37  2.08  0.219
H  2.64  -3.69  0.62  0.204
H  2.92  -2.09  0.17  0.205
H  2.10  -2.44  1.67  0.206
H  0.93  1.24  -1.16  0.225
H  1.01  -0.37  -1.91  0.233
H  0.36  1.14  -2.58  0.210
H  -1.39  2.40  -2.25  0.203
H  -1.94  2.33  -0.62  0.202
H  -2.88  1.47  -1.87  0.214
H  0.10  -3.18  1.01  0.181
H  0.44  -3.28  -0.75  0.185
H  -1.70  -0.36  -1.83  0.246
H  -3.04  0.33  1.33  0.398
H  -1.84  0.28  2.56  0.398

---

Computed, not measured: one molecule with the formula C7H17NSi, with ωB97M-V with the def2-TZVPD basis set.

The value obtained for the HOMO energy is -0.31647 Eh. For the LUMO energy, the calculation gives 0.88 eV. The frontier orbital gap is 9.49 eV.

Last column: natural (NBO) charge in e.
Atoms and positions in Å:
C  -2.58  -0.32  -0.62  -0.417
C  -2.61  0.00  0.81  -0.206
C  -1.21  -0.94  -0.90  -0.852
C  2.12  -1.85  -0.13  -0.617
C  1.91  2.27  0.03  -0.608
C  1.30  -1.26  0.99  -0.817
C  0.88  1.48  -0.74  -0.867
N  -1.33  0.56  1.15  -1.067
Si  0.03  0.07  0.23  1.740
H  -3.49  -0.95  -1.05  0.203
H  -2.58  0.57  -1.26  0.201
H  -3.36  0.83  1.11  0.185
H  -2.91  -0.86  1.52  0.170
H  -1.30  -2.02  -0.61  0.223
H  -0.85  -0.74  -1.94  0.226
H  1.25  -2.47  -0.56  0.209
H  2.58  -1.15  -0.84  0.200
H  2.92  -2.47  0.21  0.206
H  1.74  2.55  1.04  0.205
H  2.74  1.55  0.10  0.206
H  2.15  3.27  -0.63  0.206
H  1.96  -0.71  1.61  0.205
H  0.79  -2.04  1.54  0.227
H  1.33  1.14  -1.63  0.230
H  -0.05  2.18  -1.14  0.221
H  -1.45  1.31  1.73  0.388

---

Computed ΔE to the lowest compared entry with this formula, charge and spin (eV) in order:
1.5983, 2.3807, 0.7900, 6.6624, 4.7221, 1.1285
Computed E (eV) in order:
-21342.60494, -24865.97934, -11072.34836, -13114.07842, -16898.32032, -16901.91389